(1)
Below is a cluster of 13 separate species, C4H33NO13S in total at a distorted geometry, with properties calculated with ωB97M-V/def2-TZVPD.

XYZ file:
```
52
Properties=species:S:1:pos:R:3
C -0.4099 0.9870 1.8153
N -0.4070 -0.2928 1.1165
C -1.3623 -0.4249 0.0583
C -2.7677 -0.2314 0.5647
S -3.0884 -1.6221 1.7038
C -1.1155 0.5517 -1.2076
O 0.0432 1.2494 -1.1125
H 0.0088 1.8096 1.0896
H 0.2621 1.0088 2.7001
H -1.4013 1.3880 2.1797
H -0.4027 -1.2152 1.9176
H -1.2648 -1.4509 -0.4144
H -3.4978 -0.2216 -0.2048
H -3.0339 0.6766 1.0985
H -1.9782 1.3110 -1.2356
H -1.1668 -0.0700 -2.1875
H 0.9504 -2.8242 -0.4497
H 1.7110 -1.4883 -0.9197
O 1.2240 -2.4007 -1.3275
H -2.3422 3.2699 1.8213
H -1.7112 2.6223 2.8721
O -2.3938 3.1784 2.7079
H 1.6902 2.9343 -0.7091
H 0.8069 3.7626 -1.6698
O 1.6757 3.7253 -1.4024
H 1.7450 -2.3752 -4.1466
H 0.8251 -2.0466 -2.7823
O 0.8123 -2.1109 -3.8492
H 3.8564 0.4114 -0.5561
H 3.8279 1.8718 -0.4381
O 4.4555 1.1778 -0.2698
H -2.1818 -0.6930 3.9884
H -1.3483 0.6998 3.8741
O -1.3341 -0.1826 4.2669
H 2.7228 0.1152 1.7530
H 3.8874 1.0125 1.3652
O 3.3185 0.7479 2.1279
H -2.6030 3.6647 -0.4050
H -1.3213 2.8432 -0.4302
O -1.7940 3.5256 0.0163
H -1.6165 -1.0266 -3.1912
H -0.6510 -1.1202 -4.2692
O -1.5624 -0.8139 -4.1204
H -0.6712 -4.3628 0.1824
H -1.0086 -3.1213 0.7863
O -0.2746 -3.5404 0.4671
H 3.1347 -2.5452 -1.8521
H 3.4721 -1.1295 -1.3890
O 3.8352 -1.9948 -1.9043
H 2.0320 -0.4136 0.2950
H 0.8651 0.6544 -0.9973
O 2.3192 -0.2164 -0.6170
```

Properties
Net charge = -2
Energy above the lowest of the compared OMol25 structures with the same formula, charge and spin = 138.5 kcal per mole

Atom charges from the Löwdin analysis, given in e for atoms 1 to 4:
1 C -0.166
2 N -0.108
3 C -0.461
4 C -0.667

(2)
Below is a cluster of 15 separate species, C4H33O17 in total at a distorted geometry, with properties calculated with ωB97M-V/def2-TZVPD.

XYZ file:
```
54
Properties=species:S:1:pos:R:3
O 0.5956 -1.6890 -1.0824
C -0.1047 -1.3676 -0.1893
O -1.2762 -1.8504 0.0466
C 0.0735 -0.2310 0.8718
C 0.0632 -0.6567 2.2725
C 0.8783 0.3137 3.1390
O 0.6759 0.3855 4.3732
H -0.7367 0.5383 0.5734
H 1.1317 0.1651 0.6308
H -0.9842 -0.7466 2.3963
H 0.5202 -1.7563 2.4253
H 1.5437 0.9785 2.7231
H 0.6446 1.0886 -2.1506
H 1.0796 -0.2674 -2.6034
O 1.3859 0.6364 -2.6823
H 1.6222 -4.3357 -0.3824
H 0.5750 -3.8031 -1.4514
O 1.0148 -4.5498 -1.0356
H 2.9915 2.2177 -1.7043
H 3.6669 2.0465 -0.3676
O 3.3147 2.7684 -0.9126
H -4.7661 -1.9711 -0.7339
H -4.1180 -1.4618 0.4079
O -5.0339 -1.5039 0.1045
H -3.1813 2.1785 -1.2892
H -3.6468 3.3500 -0.2761
O -3.3753 3.0788 -1.1926
H -1.8815 -2.3077 -2.5900
H -2.7367 -2.1881 -1.2828
O -2.7251 -1.9950 -2.2540
H -1.0081 3.1560 1.9204
H -0.2009 3.6563 0.8134
O -1.1057 3.7933 1.2414
H 3.9850 -2.6053 -0.5688
H 2.4575 -2.7363 -1.2744
O 3.4659 -2.3935 -1.4162
H -1.6880 5.0125 -0.1470
H -2.3160 4.1753 -1.3522
O -1.5671 5.0153 -1.1193
H 4.1898 0.2967 -1.9104
H 3.2178 -0.6330 -1.2189
O 3.7392 0.1919 -1.0607
H 1.1504 2.8481 -1.0745
H -0.2533 3.5013 -1.0040
O 0.2725 2.7964 -0.7103
H 3.6187 0.1776 1.8651
H 3.3721 1.1803 2.8469
O 3.9345 0.3333 2.7603
H -3.3556 -0.1119 0.1278
H -2.2256 0.1674 -0.9424
O -2.8557 0.5404 -0.3527
H -0.6084 -4.8869 0.8134
H -1.1910 -3.5968 1.2347
O -1.2513 -4.5178 1.4155
```

Properties
Net charge = -1
Energy above the lowest of the compared OMol25 structures with the same formula, charge and spin = 13.5 kcal per mole

Atom charges from the Löwdin analysis, given in e for atoms 1 to 4:
1 O 0.019
2 C -0.681
3 O -0.110
4 C -0.167

| no. | LUMO energy (eV) | E_HOMO (eV) |
| --- | --- | --- |
| 1 | 4.7635 | -1.5 |
| 2 | 2.2708 | -6.7 |